# 1
# C23H25N6O2PdS2

C23H25N6O2PdS2 as an isolated structure (wB97M-V/def2-TZVPD, OMol25).

Properties
- HOMO: -0.369 hartree
- Lowest unoccupied orbital energy: -2.616 eV
- Total energy: -2294.585346 Eh
- Energy above the lowest of the compared OMol25 structures with the same formula, charge and spin: 0.0 kJ/mol

Geometry as ORCA input:
```
! wB97M-V def2-TZVPD RIJCOSX def2/J DEFGRID3
* xyz 1 1
Pd 0.776 0.159 -0.518
C -2.910 3.007 -0.172
O -1.912 2.041 0.141
C -1.762 1.710 1.464
C -2.148 2.528 2.515
C -1.938 2.112 3.826
C -1.355 0.885 4.092
C -0.974 0.066 3.038
C -1.171 0.476 1.735
N -0.779 -0.359 0.634
N -1.542 -1.355 0.487
C -1.475 -2.239 -0.522
C -0.689 -2.068 -1.693
O 0.139 -1.114 -1.907
C -0.847 -3.015 -2.760
C -1.689 -4.063 -2.647
C -2.482 -4.284 -1.475
C -3.350 -5.386 -1.384
C -4.116 -5.578 -0.263
C -4.028 -4.665 0.795
C -3.182 -3.583 0.727
C -2.390 -3.370 -0.413
H -2.612 4.008 0.153
H -3.862 2.749 0.294
H -3.019 2.993 -1.253
H -2.621 3.481 2.325
H -2.245 2.755 4.639
H -1.201 0.562 5.112
H -0.523 -0.902 3.217
H -0.254 -2.849 -3.649
H -1.778 -4.769 -3.464
H -3.404 -6.078 -2.215
H -4.784 -6.426 -0.194
H -4.633 -4.812 1.681
H -3.123 -2.886 1.551
S 2.461 0.794 -2.047
C 3.767 -0.189 -1.631
N 4.946 -0.179 -2.271
C 5.801 -1.280 -1.818
C 5.166 -1.612 -0.461
N 3.810 -1.096 -0.648
H 5.028 0.243 -3.181
H 6.838 -0.965 -1.730
H 5.739 -2.123 -2.509
H 5.666 -1.093 0.360
H 5.158 -2.679 -0.257
H 3.131 -1.055 0.095
S 1.766 1.485 1.121
C 1.546 3.067 0.554
N 0.631 3.464 -0.331
C 0.570 4.926 -0.393
C 1.927 5.319 0.208
N 2.259 4.116 0.974
H -0.174 2.870 -0.501
H -0.257 5.297 0.217
H 0.448 5.276 -1.414
H 1.865 6.194 0.850
H 2.675 5.493 -0.568
H 3.117 3.995 1.484
*
```

=====

# 2
# C23H26As2N3O2Ti

C23H26As2N3O2Ti as an isolated structure (wB97M-V/def2-TZVPD, OMol25).

Properties
- HOMO (alpha / beta): -0.364 / -0.389 hartree
- Lowest unoccupied orbital energy (alpha / beta): -3.390 / -3.616 eV
- Total energy: -6527.639984 Eh
- Energy above the lowest of the compared OMol25 structures with the same formula, charge and spin: 13.9 kJ/mol
- ⟨S²⟩: 2.016

Geometry as ORCA input:
```
! wB97M-V def2-TZVPD RIJCOSX def2/J DEFGRID3
* xyz 1 3
Ti 1.224 0.075 0.310
O -1.471 4.246 2.346
C -1.619 3.266 3.249
C -2.578 3.458 4.244
C -2.788 2.493 5.206
C -2.049 1.309 5.204
C -1.105 1.107 4.225
C -0.874 2.069 3.231
C 0.108 1.774 2.189
O 0.659 0.598 2.145
N 0.416 2.695 1.288
N 1.290 2.128 0.399
C 2.175 2.852 -0.177
C 3.194 2.082 -0.875
C 4.257 2.663 -1.552
C 5.235 1.850 -2.094
C 5.128 0.475 -1.940
C 4.034 -0.031 -1.265
N 3.074 0.740 -0.743
H -0.737 4.011 1.738
H -3.140 4.382 4.239
H -3.533 2.661 5.973
H -2.214 0.561 5.967
H -0.517 0.200 4.201
H 2.206 3.931 -0.070
H 4.306 3.740 -1.633
H 6.077 2.277 -2.623
H 5.876 -0.196 -2.335
H 3.911 -1.099 -1.132
C -2.413 1.460 -1.233
As -1.355 -0.033 -0.585
C -2.373 -0.607 0.970
C -1.699 -1.493 -1.820
C -2.863 -1.538 -2.580
C -3.125 -2.619 -3.407
C -2.228 -3.675 -3.473
C -1.064 -3.638 -2.721
C -0.784 -2.550 -1.900
As 0.878 -2.508 -0.881
C 0.747 -4.143 0.169
C 2.173 -3.031 -2.246
H -3.479 1.242 -1.221
H -2.102 1.722 -2.243
H -2.217 2.302 -0.568
H -3.377 -0.917 0.684
H -2.429 0.221 1.677
H -1.857 -1.438 1.450
H -3.576 -0.724 -2.527
H -4.033 -2.641 -3.995
H -2.433 -4.524 -4.110
H -0.370 -4.468 -2.782
H 0.561 -5.005 -0.468
H -0.073 -4.038 0.877
H 1.675 -4.292 0.719
H 1.818 -3.881 -2.825
H 3.109 -3.307 -1.761
H 2.344 -2.189 -2.914
*
```

=====

# 3
# C23H26B2F4IN6O6Sc

C23H26B2F4IN6O6Sc as an isolated structure (wB97M-V/def2-TZVPD, OMol25).

Properties
- HOMO: -0.283 hartree
- Lowest unoccupied orbital energy: -0.992 eV
- Total energy: -3179.923907 Eh

Geometry as ORCA input:
```
! wB97M-V def2-TZVPD RIJCOSX def2/J DEFGRID3
* xyz 0 1
Sc 0.444 -0.106 0.892
C -2.777 -2.076 -1.458
C -1.635 -1.789 -0.547
N -0.579 -1.124 -0.861
O -0.441 -0.619 -2.148
B 0.955 -0.763 -2.599
F 1.216 -2.036 -3.029
F 1.226 0.138 -3.578
O 1.868 -0.407 -1.377
N 2.798 -1.246 -0.840
C 3.791 -0.591 -0.066
C 4.724 0.329 -0.800
C 3.445 -0.534 1.285
N 2.170 -0.847 1.512
O 1.687 -0.954 2.856
B 1.150 -2.324 3.101
F 1.786 -3.221 2.250
F 1.258 -2.659 4.405
O -0.351 -2.400 2.743
N -0.544 -1.979 1.481
C -1.605 -2.313 0.829
C -2.696 -3.182 1.361
C 4.420 -0.132 2.347
H -2.528 -1.751 -2.466
H -3.663 -1.540 -1.120
H -3.005 -3.139 -1.462
H 4.316 0.526 -1.792
H 5.717 -0.108 -0.920
H 4.843 1.277 -0.278
H -2.396 -3.549 2.340
H -2.870 -4.029 0.697
H -3.624 -2.620 1.459
H 4.921 0.796 2.077
H 5.173 -0.910 2.460
H 3.893 -0.009 3.292
C -3.072 -0.211 3.577
C -3.314 0.323 2.205
N -4.540 0.369 1.756
C -4.800 0.857 0.543
C -3.832 1.343 -0.308
C -4.196 1.809 -1.695
O -3.743 0.933 -2.702
C -2.482 1.300 0.122
C -1.427 1.876 -0.653
N -0.174 1.699 -0.396
C 0.794 2.402 -1.109
C 0.730 2.641 -2.484
C 1.763 3.292 -3.130
C 2.859 3.754 -2.421
C 2.932 3.554 -1.051
C 1.917 2.865 -0.421
I 1.974 2.509 1.689
C -2.193 0.750 1.413
O -0.997 0.655 1.876
H -3.950 -0.748 3.923
H -2.876 0.619 4.256
H -2.196 -0.860 3.595
H -5.843 0.851 0.259
H -3.816 2.829 -1.866
H -5.282 1.833 -1.799
H -2.786 0.826 -2.641
H -1.713 2.581 -1.440
H -0.104 2.252 -3.049
H 1.707 3.436 -4.198
H 3.662 4.269 -2.925
H 3.768 3.923 -0.478
C 2.727 -2.522 -0.849
H 1.882 -3.047 -1.257
H 3.534 -3.070 -0.388
*
```

=====

# 4
# C23H26FN3O2

One molecule with the formula C23H26FN3O2 (wB97M-V/def2-TZVPD, OMol25).

Properties
- HOMO: -0.302 hartree
- Lowest unoccupied orbital energy: 0.615 eV
- Total energy: -1305.973400 Eh
- Energy above the lowest of the compared OMol25 structures with the same formula, charge and spin: 1899.5 kJ/mol
- SMILES: COc1ccc(-c2[nH]ncc2CN2CCC(OCc3ccccc3)CC2)c(F)c1

Geometry as ORCA input:
```
! wB97M-V def2-TZVPD RIJCOSX def2/J DEFGRID3
* xyz 0 1
C -0.067 2.449 4.814
O -0.474 2.804 3.345
C 0.451 2.588 2.493
C 0.165 3.053 1.121
C 0.950 2.771 0.047
C 2.323 1.988 0.495
C 3.123 1.788 -0.949
N 4.276 1.804 -0.662
N 5.015 1.255 -1.979
C 3.919 1.157 -2.776
C 2.849 1.219 -2.026
C 1.334 0.995 -2.547
N 0.514 0.505 -1.620
C -0.999 0.528 -2.260
C -1.726 0.230 -0.913
C -1.531 -0.958 -0.349
O -2.320 -1.262 0.670
C -2.494 -2.578 1.269
C -3.481 -3.327 0.235
C -3.229 -4.582 -0.317
C -4.104 -5.095 -1.143
C -5.117 -4.580 -1.710
C -5.402 -3.153 -1.216
C -4.545 -2.553 -0.334
C 0.181 -1.182 0.015
C 0.874 -0.865 -1.299
C 2.589 1.713 1.713
F 3.699 1.079 1.794
C 1.575 2.103 2.781
H -0.088 1.368 4.873
H -0.951 2.786 5.487
H 0.782 2.897 5.240
H -0.826 3.462 1.065
H 0.829 2.932 -1.040
H 4.963 1.917 -0.044
H 4.328 0.750 -3.760
H 0.857 1.878 -2.986
H 1.457 0.338 -3.688
H -1.283 1.502 -2.491
H -1.218 -0.216 -2.813
H -1.650 1.120 -0.019
H -2.808 0.452 -1.303
H -1.683 -1.792 -0.989
H -3.129 -2.641 2.271
H -1.412 -3.231 1.385
H -2.215 -5.147 0.181
H -3.819 -6.253 -1.421
H -5.607 -5.228 -2.301
H -6.300 -2.576 -1.847
H -4.670 -1.674 -0.281
H 0.121 -0.424 0.758
H 0.172 -2.054 0.559
H 2.020 -0.916 -0.933
H 0.553 -1.436 -2.254
H 1.899 1.595 3.551
*
```

=====

# 5
# C23H26GeN4O2PdSe

C23H26GeN4O2PdSe as an isolated structure (wB97M-V/def2-TZVPD, OMol25).

Properties
- HOMO: -0.265 hartree
- Lowest unoccupied orbital energy: -0.240 eV
- Total energy: -5867.791142 Eh
- Energy above the lowest of the compared OMol25 structures with the same formula, charge and spin: 176.9 kJ/mol

Geometry as ORCA input:
```
! wB97M-V def2-TZVPD RIJCOSX def2/J DEFGRID3
* xyz 0 1
Pd 0.345 0.429 -0.845
O 2.052 3.955 -1.890
C 1.792 2.837 -1.468
N 0.676 2.381 -0.904
C -0.400 3.213 -0.477
C -0.292 4.563 -0.169
C -1.405 5.254 0.290
C -2.609 4.583 0.439
C -2.687 3.236 0.115
C -1.575 2.553 -0.357
N -1.621 1.147 -0.708
C -2.773 0.802 -1.369
O -3.429 1.601 -2.018
C -3.461 -0.556 -1.219
C -4.830 -0.557 -1.497
C -5.548 -1.729 -1.380
C -4.880 -2.888 -1.017
C -3.529 -2.796 -0.763
N -2.835 -1.653 -0.831
C 2.850 1.784 -1.468
C 4.172 2.152 -1.622
C 5.155 1.191 -1.501
C 4.777 -0.113 -1.222
C 3.434 -0.402 -1.094
N 2.472 0.525 -1.228
H 0.658 5.063 -0.293
H -1.329 6.308 0.527
H -3.485 5.104 0.809
H -3.623 2.703 0.226
H -5.286 0.368 -1.812
H -6.613 -1.743 -1.576
H -5.390 -3.840 -0.938
H -2.963 -3.684 -0.497
H 4.384 3.193 -1.826
H 6.200 1.455 -1.604
H 5.507 -0.904 -1.104
H 3.117 -1.397 -0.879
C 0.221 -2.588 3.910
Ge 0.983 -1.849 2.279
C 0.906 0.089 2.333
C 2.827 -2.453 2.135
C -0.187 -2.579 0.871
Se -0.083 -1.938 -0.968
C 1.560 -2.922 -1.327
H 0.781 -2.238 4.781
H 0.266 -3.680 3.890
H -0.823 -2.287 4.022
H 1.702 0.532 1.744
H 1.017 0.437 3.362
H -0.048 0.445 1.963
H 3.262 -2.416 3.137
H 3.418 -1.802 1.485
H 2.900 -3.482 1.774
H -1.199 -2.375 1.199
H -0.055 -3.661 0.798
H 2.256 -2.876 -0.493
H 2.012 -2.542 -2.239
H 1.256 -3.953 -1.485
*
```

=====

# 6
# C23H26N12PbS3

C23H26N12PbS3 as an isolated structure (wB97M-V/def2-TZVPD, OMol25).

Properties
- HOMO: -0.470 hartree
- Lowest unoccupied orbital energy: -4.446 eV
- Total energy: -2936.226136 Eh
- Energy above the lowest of the compared OMol25 structures with the same formula, charge and spin: 41.0 kJ/mol

Geometry as ORCA input:
```
! wB97M-V def2-TZVPD RIJCOSX def2/J DEFGRID3
* xyz 2 1
Pb -0.188 0.502 -0.584
C -3.523 -0.096 0.699
N -2.520 0.936 0.964
C -2.188 1.179 2.368
C -0.758 0.853 2.700
N 0.127 0.357 1.870
C 1.299 0.178 2.615
C 2.534 -0.354 2.253
C 3.517 -0.399 3.221
C 3.283 0.057 4.527
C 2.054 0.561 4.906
C 1.074 0.608 3.923
N -0.250 1.030 3.939
C -2.930 -1.371 0.163
N -1.652 -1.592 -0.002
C -1.550 -2.895 -0.485
C -0.421 -3.657 -0.783
C -0.623 -4.931 -1.278
C -1.916 -5.447 -1.461
C -3.042 -4.717 -1.131
C -2.830 -3.437 -0.633
N -3.691 -2.434 -0.208
H -4.256 0.281 -0.016
H -4.079 -0.340 1.609
H -2.803 1.794 0.512
H -2.827 0.574 3.016
H -2.378 2.221 2.630
H 2.708 -0.738 1.255
H 4.490 -0.805 2.974
H 4.078 -0.003 5.258
H 1.864 0.887 5.920
H -0.744 1.391 4.738
H 0.572 -3.279 -0.562
H 0.226 -5.558 -1.515
H -2.030 -6.451 -1.846
H -4.035 -5.135 -1.245
H -4.690 -2.514 -0.117
N -1.744 0.060 -3.436
N -1.580 1.210 -4.212
C -1.600 2.437 -3.665
N -1.597 3.455 -4.528
S -1.622 2.758 -2.001
H -1.273 -0.709 -3.893
H -2.730 -0.163 -3.346
H -1.719 1.131 -5.209
H -1.601 3.331 -5.527
H -1.584 4.391 -4.161
N 2.218 -1.876 -2.750
C 2.883 -0.882 -2.099
N 2.305 0.043 -1.374
C 3.243 0.959 -0.899
C 4.515 0.712 -1.273
S 4.597 -0.703 -2.247
C 2.807 2.065 -0.039
C 3.613 2.814 0.744
S 2.702 3.999 1.593
C 1.267 3.412 0.834
N 1.457 2.401 0.033
N 0.030 3.944 1.091
H 1.292 -2.109 -2.431
H 2.755 -2.641 -3.121
H 5.405 1.281 -1.052
H 4.678 2.728 0.895
H 0.011 4.840 1.550
H -0.628 3.859 0.330
*
```

=====

# 7
# C23H26N3O4P2SSe2Ti

C23H26N3O4P2SSe2Ti as an isolated structure (wB97M-V/def2-TZVPD, OMol25).

Properties
- HOMO (alpha / beta): -0.268 / -0.277 hartree
- Lowest unoccupied orbital energy (alpha / beta): 0.251 / 0.151 eV
- Total energy: -8090.741101 Eh
- Energy above the lowest of the compared OMol25 structures with the same formula, charge and spin: 0.0 kJ/mol
- ⟨S²⟩: 0.757

Geometry as ORCA input:
```
! wB97M-V def2-TZVPD RIJCOSX def2/J DEFGRID3
* xyz 0 2
Ti -0.646 0.406 -0.401
N -3.011 4.092 0.693
C -2.495 2.916 0.235
S -0.756 2.763 0.302
N -3.334 2.048 -0.228
N -2.753 0.890 -0.725
C -3.594 0.157 -1.363
C -3.320 -1.115 -2.003
C -4.360 -1.757 -2.683
C -4.166 -2.966 -3.321
C -2.909 -3.563 -3.277
C -1.865 -2.951 -2.609
C -2.056 -1.724 -1.973
O -1.048 -1.147 -1.329
H -2.428 4.652 1.288
H -4.005 4.113 0.854
H -4.611 0.535 -1.435
H -5.335 -1.283 -2.702
H -4.984 -3.446 -3.841
H -2.744 -4.515 -3.766
H -0.886 -3.409 -2.553
Se 1.913 0.293 0.194
P 1.134 -0.369 2.116
Se -1.005 -0.634 2.036
C 1.954 -1.902 2.645
C 3.083 -2.388 1.999
C 3.708 -3.536 2.470
C 3.205 -4.196 3.580
C 2.071 -3.713 4.222
C 1.445 -2.570 3.757
C 1.613 0.831 3.393
C 2.971 1.062 3.606
C 3.374 1.955 4.583
C 2.423 2.622 5.348
C 1.074 2.397 5.130
C 0.664 1.500 4.151
H 3.464 -1.877 1.123
H 4.585 -3.915 1.963
H 3.692 -5.092 3.943
H 1.672 -4.232 5.084
H 0.552 -2.201 4.247
H 3.710 0.547 3.003
H 4.428 2.134 4.748
H 2.739 3.320 6.112
H 0.333 2.921 5.721
H -0.388 1.327 3.966
C 1.279 -0.878 -3.502
O 1.141 0.547 -3.591
P -0.064 1.286 -2.796
O 0.346 2.796 -3.136
C 1.518 3.338 -2.512
O -1.345 1.093 -3.725
C -1.335 1.457 -5.114
H 2.165 -1.138 -4.074
H 0.407 -1.375 -3.930
H 1.398 -1.194 -2.465
H 1.477 4.414 -2.653
H 2.412 2.932 -2.986
H 1.527 3.117 -1.444
H -2.235 1.034 -5.550
H -0.454 1.050 -5.610
H -1.343 2.541 -5.213
*
```

=====

# 8
# C23H26N4O3

One molecule with the formula C23H26N4O3 (wB97M-V/def2-TZVPD, OMol25).

Properties
- HOMO: -0.314 hartree
- Lowest unoccupied orbital energy: -0.437 eV
- Total energy: -1336.716032 Eh
- Energy above the lowest of the compared OMol25 structures with the same formula, charge and spin: 440.7 kJ/mol
- SMILES: O=c1c([N+](=O)[O-])c(NCCN2CCCCCC2)c2ccccc2n1-c1ccccc1

Geometry as ORCA input:
```
! wB97M-V def2-TZVPD RIJCOSX def2/J DEFGRID3
* xyz 0 1
O -1.656 -2.259 1.869
C -1.048 -1.232 1.675
C 0.365 -1.021 1.978
N 1.118 -2.189 2.233
O 0.767 -3.241 1.747
O 2.149 -2.080 2.906
C 0.983 0.224 1.873
N 2.298 0.393 2.130
C 3.213 1.085 1.253
C 3.735 0.118 0.175
N 2.666 -0.256 -0.733
C 2.448 0.755 -1.756
C 0.998 0.848 -2.225
C 0.443 -0.456 -2.792
C 0.252 -1.510 -1.703
C 1.486 -2.365 -1.427
C 2.806 -1.586 -1.310
C 0.151 1.359 1.534
C 0.582 2.680 1.712
C -0.207 3.743 1.343
C -1.464 3.510 0.793
C -1.947 2.228 0.685
C -1.165 1.134 1.082
N -1.692 -0.131 1.099
C -2.996 -0.377 0.570
C -4.035 -0.732 1.418
C -5.284 -1.003 0.887
C -5.496 -0.915 -0.478
C -4.455 -0.559 -1.320
C -3.202 -0.294 -0.800
H 2.713 -0.454 2.531
H 2.717 1.923 0.768
H 4.051 1.453 1.851
H 4.582 0.595 -0.346
H 4.112 -0.778 0.675
H 2.729 1.732 -1.354
H 3.095 0.564 -2.631
H 0.950 1.628 -2.990
H 0.374 1.167 -1.387
H -0.521 -0.241 -3.260
H 1.104 -0.836 -3.573
H -0.039 -1.005 -0.783
H -0.562 -2.185 -1.975
H 1.302 -2.925 -0.510
H 1.609 -3.095 -2.230
H 3.483 -2.179 -0.690
H 3.271 -1.511 -2.306
H 1.529 2.862 2.194
H 0.141 4.754 1.490
H -2.082 4.341 0.487
H -2.949 2.057 0.323
H -3.859 -0.805 2.479
H -6.093 -1.285 1.544
H -6.472 -1.128 -0.888
H -4.617 -0.495 -2.386
H -2.381 -0.025 -1.449
*
```

=====

Which value of total energy does entry 5 give? -5867.791142 Eh

=====

Among the records above, which one has the highest total energy? C23H26FN3O2

=====

Among the records above, which one has the highest total energy? C23H26FN3O2